1.
Formula: C23H15Cl4N2P
Source: the Open Molecules 2025 dataset
Level of theory: ωB97M-V/def2-TZVPD

```
! RIJCOSX wB97M-V def2-TZVPD def2/J DEFGRID3
* xyz 0 1
Cl 5.01 -0.72 -1.04
C 3.55 -1.10 -1.85
N 3.28 -0.55 -3.06
C 2.07 -0.72 -3.60
Cl 1.80 0.09 -5.11
C 1.04 -1.35 -2.92
Cl -0.47 -1.49 -3.67
C 1.26 -1.87 -1.64
N 0.25 -2.30 -0.92
P -0.38 -1.30 0.16
C 0.37 0.37 0.07
C 1.46 0.78 0.90
C 1.80 2.19 0.92
C 1.21 2.98 -0.03
C 0.18 2.64 -0.89
C -0.17 1.30 -0.83
C -2.16 -0.96 -0.03
C -2.82 -2.05 -0.63
C -4.25 -2.14 -0.57
C -4.88 -1.12 0.04
C -4.24 0.05 0.47
C -2.91 0.16 0.41
C -0.24 -2.10 1.84
C -0.82 -1.55 2.93
C -0.82 -2.28 4.17
C -0.30 -3.59 4.15
C 0.31 -4.16 3.07
C 0.33 -3.40 1.85
C 2.57 -1.83 -1.15
Cl 3.06 -2.53 0.36
H 2.08 0.21 1.50
H 2.73 2.53 1.43
H 1.51 3.96 -0.13
H -0.21 3.34 -1.60
H -0.97 1.06 -1.52
H -2.36 -2.72 -1.20
H -4.70 -3.11 -0.72
H -5.92 -1.19 0.20
H -4.92 0.81 0.85
H -2.49 1.08 0.85
H -1.19 -0.52 2.95
H -1.14 -1.94 5.13
H -0.60 -4.27 5.03
H 0.80 -5.08 3.35
H 1.08 -3.85 1.16
*
```

## Properties
* DFT total energy: -3177.021698 Ha
* SMILES string: Clc1nc(Cl)c(Cl)c(N=P(c2ccccc2)(c2ccccc2)c2ccccc2)c1Cl
* energy relative to the best compared isomer or geometry (same formula, charge and spin): 53.3 kcal/mol
* HOMO level: -8.621 eV

=====

2.
Formula: C23H15ClIN10OPPdS2
Source: the Open Molecules 2025 dataset
Level of theory: ωB97M-V/def2-TZVPD

```
! RIJCOSX wB97M-V def2-TZVPD def2/J DEFGRID3
* xyz -2 1
Pd -0.15 0.00 -0.05
N -3.79 -0.03 0.34
C -3.17 -1.26 0.22
N -3.86 -2.39 0.20
N -2.90 -3.34 0.06
N -1.73 -2.80 0.01
N -1.86 -1.45 0.11
C -3.18 1.21 0.35
N -3.87 2.33 0.48
N -2.93 3.30 0.45
N -1.76 2.79 0.31
N -1.88 1.43 0.24
H -4.79 -0.04 0.43
Cl 5.91 -0.09 3.16
C 4.20 -0.09 2.77
C 3.28 -0.14 3.78
C 1.90 -0.14 3.51
I 0.53 -0.21 5.06
C 1.41 -0.08 2.20
O 0.16 -0.08 1.89
C 2.40 -0.03 1.17
N 1.89 0.02 -0.10
C 2.70 0.07 -1.12
C 4.10 0.07 -0.95
C 4.64 0.02 0.30
C 3.78 -0.03 1.42
H 3.62 -0.18 4.81
H 2.26 0.11 -2.10
H 4.73 0.11 -1.84
H 5.71 0.02 0.44
S 2.07 0.55 -4.45
P 0.17 0.09 -4.16
S -0.73 0.00 -2.37
C -0.19 -1.53 -4.96
C -0.74 -2.59 -4.26
C -0.98 -3.80 -4.90
C -0.67 -3.94 -6.25
C -0.12 -2.88 -6.95
C 0.13 -1.68 -6.31
C -0.90 1.20 -5.14
C -2.29 1.02 -5.11
C -3.11 1.86 -5.84
C -2.56 2.89 -6.60
C -1.18 3.07 -6.63
C -0.36 2.22 -5.89
H -0.98 -2.47 -3.21
H -1.41 -4.62 -4.35
H -0.87 -4.88 -6.75
H 0.13 -2.99 -8.00
H 0.58 -0.85 -6.84
H -2.71 0.24 -4.50
H -4.18 1.73 -5.81
H -3.20 3.55 -7.17
H -0.75 3.87 -7.21
H 0.72 2.35 -5.89
*
```

## Properties
* DFT total energy: -3531.904696 Ha
* energy relative to the best compared isomer or geometry (same formula, charge and spin): 25.9 kcal/mol
* HOMO level: -2.082 eV

=====

3.
Formula: C23H15NO8S2
Source: the Open Molecules 2025 dataset
Level of theory: ωB97M-V/def2-TZVPD

```
! RIJCOSX wB97M-V def2-TZVPD def2/J DEFGRID3
* xyz 0 1
O -1.80 2.44 6.22
C -0.64 2.44 5.81
O 0.40 2.70 6.62
C -0.38 2.24 4.37
C 0.96 2.06 3.93
C 1.24 1.76 2.61
C 2.64 1.44 2.19
O 2.83 1.19 1.01
O 3.60 1.44 3.13
C 0.19 1.75 1.69
C -1.13 1.95 2.11
C -2.20 1.91 1.09
C -3.52 2.13 1.19
C -4.13 1.86 -0.12
C -3.11 1.41 -0.86
C -3.07 0.80 -2.24
C -2.91 -0.78 -2.18
S -3.24 -1.50 -3.85
C -1.56 -2.01 -4.00
S -0.98 -2.51 -5.47
N -0.77 -1.77 -2.87
C 0.60 -1.99 -2.76
C 1.36 -1.00 -2.10
C 2.73 -1.24 -1.89
C 3.32 -2.45 -2.32
C 2.57 -3.38 -3.00
C 1.22 -3.17 -3.19
O 3.37 -4.44 -3.41
C 4.68 -4.09 -2.88
O 4.61 -2.80 -2.29
C -1.54 -1.29 -1.81
O -1.23 -1.29 -0.63
O -1.92 1.55 -0.21
C -1.39 2.18 3.46
H 0.03 2.84 7.54
H 1.75 2.11 4.69
H 3.20 1.65 3.98
H 0.39 1.59 0.62
H -4.05 2.36 2.07
H -5.18 1.92 -0.37
H -2.25 1.19 -2.82
H -4.01 1.04 -2.74
H -3.62 -1.18 -1.44
H 0.97 -0.06 -1.72
H 3.37 -0.51 -1.43
H 0.64 -3.94 -3.67
H 4.97 -4.79 -2.11
H 5.44 -4.09 -3.70
H -2.45 2.30 3.74
*
```

## Properties
* DFT total energy: -2338.532521 Ha
* SMILES string: O=C(O)c1cc(C(=O)O)cc(-c2ccc(C[C@H]3SC(=S)N(c4ccc5c(c4)OCO5)C3=O)o2)c1
* energy relative to the best compared isomer or geometry (same formula, charge and spin): 0.0 kcal/mol
* HOMO level: -8.102 eV

=====

4.
Formula: C23H16AsGdO6
Source: the Open Molecules 2025 dataset
Level of theory: ωB97M-V/def2-TZVPD

```
! RIJCOSX wB97M-V def2-TZVPD def2/J DEFGRID3
* xyz 2 8
O -2.64 -6.03 0.56
C -1.99 -5.01 0.78
Gd 0.61 -2.21 -2.49
O 0.52 -3.24 2.72
C -0.20 -3.66 1.81
C -1.32 -4.07 -0.17
O -1.68 -3.76 -1.34
C -1.53 -4.37 2.09
O -2.10 -4.44 3.18
C -0.07 -3.58 0.37
O 0.91 -3.11 -0.37
H 1.27 -2.05 -4.17
O -0.04 -0.30 -1.99
As 0.16 0.95 -0.73
C -1.12 0.55 0.64
C -1.09 1.31 1.82
C -1.94 0.97 2.88
C -2.80 -0.12 2.76
C -2.80 -0.89 1.59
C -2.00 -0.53 0.51
C 1.87 0.43 -0.02
C 3.01 0.50 -0.85
C 4.23 0.05 -0.35
C 4.33 -0.42 0.97
C 3.19 -0.49 1.78
C 1.95 -0.09 1.27
C -0.12 2.63 -1.63
C 0.45 2.86 -2.90
C 0.13 4.02 -3.60
C -0.75 4.97 -3.04
C -1.24 4.78 -1.75
C -0.92 3.62 -1.03
H -0.41 2.15 1.93
H -1.93 1.57 3.80
H -3.45 -0.40 3.59
H -3.44 -1.77 1.53
H -2.05 -1.10 -0.42
H 2.92 0.88 -1.87
H 5.11 0.07 -0.99
H 5.29 -0.75 1.36
H 3.24 -0.87 2.80
H 1.05 -0.19 1.87
H 1.12 2.12 -3.35
H 0.53 4.20 -4.60
H -1.07 5.84 -3.63
H -1.91 5.52 -1.30
H -1.30 3.48 -0.02
*
```

## Properties
* DFT total energy: -4338.181979 Ha
* HOMO level (alpha / beta): -14.947 / -14.947 eV